1.
{
  "formula": "C37H34KN2O4PS2",
  "method": "ωB97M-V/def2-TZVPD",
  "gap_ev": 6.92,
  "e_above_lowest_kcal_mol": 0.3,
  "total_charge": -2,
  "elements": ["K", "O", "C", "C", "O", "O", "C", "C", "C", "C", "C", "C", "C", "C", "C", "C", "C", "C", "H", "H", "H", "H", "H", "H", "H", "H", "H", "H", "H", "O", "S", "C", "C", "C", "C", "H", "H", "H", "H", "H", "H", "H", "H", "S", "C", "N", "N", "P", "C", "C", "C", "C", "C", "C", "C", "C", "C", "C", "C", "C", "C", "C", "C", "C", "C", "C", "H", "H", "H", "H", "H", "H", "H", "H", "H", "H", "H", "H", "H", "H", "H"],
  "positions_angstrom": [[1.5077, -1.0267, -2.4189], [1.1890, -0.3537, 1.0176], [2.5672, -0.4589, 1.2740], [3.3603, -1.1491, 0.0914], [4.5225, -0.7710, -0.1105], [2.7377, -2.0710, -0.5013], [2.6845, -1.3770, 2.4926], [1.6973, -1.3211, 3.4733], [1.7669, -2.1311, 4.5969], [2.8280, -3.0145, 4.7594], [3.8137, -3.0778, 3.7845], [3.7414, -2.2659, 2.6591], [3.1808, 0.9084, 1.6091], [4.3745, 1.0150, 2.3183], [4.9228, 2.2532, 2.6159], [4.2864, 3.4173, 2.2029], [3.1011, 3.3196, 1.4885], [2.5500, 2.0779, 1.1950], [0.9732, 0.1497, 0.1751], [0.8641, -0.6461, 3.3244], [0.9854, -2.0769, 5.3463], [2.8802, -3.6527, 5.6342], [4.6393, -3.7715, 3.8963], [4.5063, -2.3242, 1.8931], [4.8894, 0.1172, 2.6343], [5.8544, 2.3093, 3.1686], [4.7134, 4.3870, 2.4340], [2.5947, 4.2170, 1.1503], [1.6385, 2.0143, 0.6112], [-2.0810, -2.1054, 0.8787], [-0.9808, -2.4495, -0.0910], [-1.5600, -3.9307, -0.9753], [-1.3246, -5.0992, -0.0327], [0.1068, -4.8993, 0.4640], [0.2502, -3.4242, 0.8368], [-0.9609, -4.0187, -1.8861], [-2.5979, -3.7346, -1.2418], [-1.4655, -6.0623, -0.5291], [-2.0269, -5.0387, 0.8028], [0.8042, -5.1407, -0.3428], [0.3492, -5.5459, 1.3096], [1.2306, -3.0014, 0.6144], [-0.0143, -3.2166, 1.8743], [-1.1161, -3.2443, -6.8016], [-0.1259, -2.6107, -5.6474], [0.5763, -2.1667, -4.8259], [0.4014, 1.0392, -1.2061], [-1.0315, 1.5492, -1.2712], [-2.3279, 0.4119, -1.9500], [-3.5961, 0.2439, -1.3979], [-4.4913, -0.6733, -1.9341], [-4.1318, -1.4369, -3.0371], [-2.8732, -1.2786, -3.6034], [-1.9817, -0.3637, -3.0583], [-1.3058, 3.0309, -2.3467], [-0.1667, 3.7137, -2.7548], [-0.2687, 4.8403, -3.5625], [-1.5175, 5.2866, -3.9729], [-2.6616, 4.6017, -3.5784], [-2.5544, 3.4778, -2.7707], [-1.7846, 2.1092, 0.3214], [-1.9455, 1.1590, 1.3323], [-2.3655, 1.5397, 2.5975], [-2.6189, 2.8768, 2.8800], [-2.4513, 3.8310, 1.8873], [-2.0373, 3.4473, 0.6164], [-3.8800, 0.8163, -0.5227], [-5.4652, -0.8012, -1.4753], [-4.8255, -2.1590, -3.4520], [-2.5737, -1.8700, -4.4617], [-1.0066, -0.2837, -3.5305], [0.7924, 3.3249, -2.4268], [0.6243, 5.3668, -3.8788], [-1.6020, 6.1608, -4.6084], [-3.6367, 4.9410, -3.9087], [-3.4463, 2.9378, -2.4724], [-1.7446, 0.1122, 1.1290], [-2.4861, 0.7873, 3.3678], [-2.9367, 3.1727, 3.8735], [-2.6355, 4.8777, 2.1019], [-1.9024, 4.2027, -0.1482]],
  "lowdin_charge": [0.71, -0.08, -0.34, -0.66, 0.00, -0.17, -0.14, -0.02, -0.10, -0.12, -0.10, -0.03, -0.11, -0.03, -0.11, -0.13, -0.09, -0.01, -0.01, 0.12, 0.09, 0.08, 0.09, 0.12, 0.11, 0.09, 0.08, 0.09, 0.08, -0.54, 0.92, -0.32, -0.25, -0.23, -0.30, 0.10, 0.08, 0.10, 0.11, 0.11, 0.10, 0.05, 0.09, 0.31, -1.07, -0.06, -0.36, 0.66, -0.28, -0.10, -0.10, -0.10, -0.08, -0.09, -0.29, -0.09, -0.10, -0.12, -0.10, -0.09, -0.26, -0.08, -0.08, -0.12, -0.11, -0.09, 0.10, 0.09, 0.09, 0.07, 0.07, 0.09, 0.09, 0.09, 0.09, 0.10, 0.07, 0.10, 0.09, 0.09, 0.09]
}


2.
{
  "formula": "C37H35BBrF2N6O3S2W",
  "method": "ωB97M-V/def2-TZVPD",
  "gap_ev": [6.36, 6.41],
  "e_above_lowest_kcal_mol": 14.6,
  "multiplicity": 3,
  "total_charge": 1,
  "elements": ["W", "O", "C", "C", "C", "C", "C", "C", "C", "N", "N", "C", "O", "C", "C", "C", "C", "C", "C", "H", "H", "H", "H", "H", "H", "H", "H", "H", "H", "Br", "C", "C", "C", "C", "C", "C", "N", "C", "C", "C", "C", "C", "C", "N", "H", "H", "H", "H", "H", "H", "H", "H", "H", "C", "S", "O", "C", "C", "C", "C", "C", "C", "H", "H", "H", "H", "H", "H", "H", "H", "S", "C", "N", "C", "C", "C", "N", "H", "H", "H", "H", "H", "H", "H", "H", "F", "B", "F"],
  "positions_angstrom": [[-1.6928, -0.3643, 0.3961], [-2.6684, -2.1246, 0.2963], [-2.4615, -3.2702, -0.3203], [-3.0306, -4.4371, 0.2125], [-2.8642, -5.6475, -0.4227], [-2.1425, -5.7469, -1.6183], [-1.5987, -4.6081, -2.1611], [-1.7359, -3.3626, -1.5226], [-1.1470, -2.2116, -2.1474], [-1.0817, -1.0333, -1.6301], [-0.4401, -0.0942, -2.4401], [-0.3626, 1.0341, -1.8162], [-0.8494, 1.2179, -0.6140], [0.2708, 2.1958, -2.4807], [0.7165, 2.0931, -3.7968], [1.3332, 3.1749, -4.4052], [1.5048, 4.3625, -3.7042], [1.0589, 4.4658, -2.3937], [0.4441, 3.3849, -1.7809], [-3.5986, -4.3516, 1.1294], [-3.3070, -6.5364, 0.0086], [-2.0275, -6.7014, -2.1120], [-1.0498, -4.6546, -3.0950], [-0.7036, -2.3305, -3.1339], [0.5737, 1.1641, -4.3311], [1.6727, 3.0954, -5.4297], [1.9802, 5.2090, -4.1832], [1.1915, 5.3909, -1.8479], [0.1114, 3.4453, -0.7543], [-7.9530, -2.2971, -2.9452], [-6.6008, -1.4165, -1.9689], [-6.7854, -1.1702, -0.6180], [-5.7874, -0.5262, 0.0981], [-4.6252, -0.1411, -0.5495], [-4.4372, -0.3961, -1.8988], [-5.4352, -1.0319, -2.6164], [-3.5750, 0.4986, 0.1960], [-3.8427, 1.6110, 0.8051], [-2.7916, 2.1779, 1.6172], [-2.8765, 3.4058, 2.2560], [-1.7824, 3.8533, 2.9750], [-0.6433, 3.0616, 3.0333], [-0.6318, 1.8380, 2.3920], [-1.6923, 1.3984, 1.7054], [-7.6936, -1.4874, -0.1256], [-5.8952, -0.3617, 1.1628], [-3.5212, -0.0875, -2.3869], [-5.3100, -1.2283, -3.6718], [-4.8141, 2.0841, 0.7137], [-3.7808, 3.9923, 2.1717], [-1.8136, 4.8093, 3.4792], [0.2358, 3.3820, 3.5730], [0.2343, 1.1889, 2.4114], [1.3402, -3.8095, 0.4830], [1.4348, -2.0238, 0.4305], [0.0052, -1.6559, 0.8074], [2.4254, -1.7949, 1.8847], [3.7690, -1.5129, 1.6942], [4.5854, -1.3756, 2.8061], [4.0454, -1.4909, 4.0812], [2.6922, -1.7533, 4.2519], [1.8694, -1.9171, 3.1472], [0.9270, -4.1063, 1.4461], [2.3451, -4.2088, 0.3502], [0.6886, -4.1269, -0.3292], [4.1625, -1.3869, 0.6927], [5.6401, -1.1694, 2.6789], [4.6834, -1.3744, 4.9475], [2.2756, -1.8373, 5.2467], [0.8106, -2.1095, 3.2632], [2.1189, 1.2232, 0.3678], [3.7151, 1.6857, 0.0777], [4.6065, 1.8229, 1.0720], [5.9697, 2.3118, 0.9047], [6.0375, 3.1907, -0.3323], [5.4643, 2.4259, -1.5132], [4.1356, 1.9345, -1.1714], [4.2539, 1.6099, 1.9904], [6.6656, 1.4723, 0.8103], [6.2439, 2.8707, 1.7985], [7.0691, 3.4758, -0.5334], [5.4574, 4.1008, -0.1681], [6.1192, 1.5896, -1.7753], [5.3752, 3.0642, -2.3907], [3.4133, 1.8989, -1.8738], [-1.1681, -0.9963, 3.5322], [-2.1057, -0.8970, 2.5769], [-3.3492, -1.0460, 3.0353]],
  "lowdin_charge": [1.67, -0.25, -0.32, 0.01, -0.06, -0.08, -0.05, -0.17, -0.06, -0.11, 0.10, -0.47, -0.24, -0.18, -0.03, -0.08, -0.09, -0.07, -0.05, 0.12, 0.11, 0.11, 0.12, 0.14, 0.11, 0.10, 0.10, 0.10, 0.10, 0.77, -0.69, -0.10, -0.01, -0.27, -0.01, -0.10, -0.05, -0.02, -0.23, 0.02, -0.02, -0.01, -0.10, -0.06, 0.11, 0.13, 0.11, 0.11, 0.15, 0.13, 0.12, 0.12, 0.08, -0.19, 0.97, -0.65, -0.43, -0.12, -0.08, -0.06, -0.05, -0.06, 0.08, 0.07, 0.05, 0.11, 0.11, 0.11, 0.11, 0.10, 0.73, -0.81, 0.02, -0.17, -0.16, -0.16, 0.02, 0.12, 0.12, 0.12, 0.12, 0.12, 0.12, 0.12, 0.12, 0.15, -0.63, 0.17]
}